1.
ORCA calculation (ωB97M-V/def2-TZVPD) on 3 unconnected molecules or ions with the total composition C4H15NO2S at a distorted geometry.

Output
frontier orbital gap (alpha / beta) = 0.081 / 0.345 hartree
<S²> = 0.75
HOMO level (alpha / beta) = 1.00 / -5.96 eV
total charge = -1
multiplicity = 2

Each line ends with the Löwdin spin population.
Cartesian coordinates (Å):
C 0.843832 2.054761 -1.083818  0.052
N 0.141859 0.770400 -1.269216  0.006
C 0.411182 -0.248319 -0.222230  0.073
C 0.794615 -1.575351 -0.848725  0.094
S 0.688634 -2.953187 0.311660  0.209
C 0.485604 2.637144 0.298290  0.113
H 0.417051 2.703651 -1.834784  0.005
H 1.911908 1.924160 -1.274587  0.022
H 0.384153 0.381368 -2.172794  0.004
H 1.233420 0.099819 0.403314  0.042
H -0.435202 -0.277673 0.460261  0.019
H 1.737784 -1.426771 -1.379063  0.025
H 0.081966 -1.806518 -1.651514  0.007
H 1.559857 -2.447042 1.196482  0.069
H -0.517640 2.274567 0.465424  0.015
H 0.406028 3.719410 0.342618  0.021
H 1.166828 2.273427 1.042499  0.042
H -1.756898 0.180678 -1.907637  0.002
H -2.604494 -0.535065 -0.866845  0.013
O -2.652916 -0.171245 -1.754675  0.023
H -0.327547 2.505349 3.332107  0.033
H -1.543871 1.822256 2.763126  0.031
O -0.906782 1.738045 3.467005  0.079

Forces on the atoms, in the same order (eV/Å):
-0.65 -0.21 0.05
0.09 -0.34 0.08
0.26 0.91 -0.21
-0.83 0.39 -0.42
0.13 -0.08 -0.36
-0.06 -0.28 -1.11
0.10 0.38 -0.37
0.14 0.27 0.28
0.25 0.04 0.00
0.26 -0.13 0.08
-0.24 -0.48 -0.04
0.30 -0.41 0.39
-0.09 -0.12 0.23
0.22 0.10 0.24
-0.34 -0.16 0.51
0.39 0.15 -0.19
0.17 -0.11 0.64
-0.19 0.17 0.41
0.04 -0.02 0.12
0.04 -0.06 -0.36
-0.01 -0.26 0.08
-0.48 -0.07 -0.50
0.49 0.30 0.46

2.
ORCA calculation (ωB97M-V/def2-TZVPD) on 5 unconnected molecules or ions with the total composition C4H15NO2S at a distorted geometry.

Output
frontier orbital gap = 0.134 hartree
HOMO level = -8.68 eV
total charge = 0
multiplicity = 1

Each line ends with the Mulliken charge.
Cartesian coordinates (Å):
C -1.269245 1.755378 -0.448359  -0.122
N -0.639447 2.684364 -1.256957  -0.340
C 2.038101 -2.322805 -0.852846  -0.365
C 2.225988 -1.460044 -1.842033  -0.455
S -1.955355 -1.522388 0.627444  -0.314
C -0.877983 1.921962 1.008664  -0.680
H -2.349040 1.757189 -0.594115  0.368
H -0.990208 0.697315 -0.733118  0.128
H 0.423571 2.557098 -1.299883  0.330
H 2.067971 -3.381184 -1.073630  0.203
H 1.814933 -2.017822 0.163127  0.211
H 2.571864 -0.431052 -1.761739  0.206
H 2.231305 -1.850510 -2.855354  0.231
H -2.961358 -1.447943 1.515342  0.149
H -1.466591 2.670043 1.539233  0.323
H -1.131527 0.940075 1.401939  0.071
H 0.214327 2.022085 1.126511  0.217
H 1.857664 1.488711 0.163952  0.263
H -0.991707 2.789762 -2.204208  0.290
O 1.646439 1.774327 -0.738323  -0.678
H 0.116672 -1.117620 1.675193  0.266
H 1.091464 -0.905511 2.899565  0.290
O 1.034692 -1.090974 1.948256  -0.591

Forces on the atoms, in the same order (eV/Å):
-0.74 0.44 0.35
0.72 -0.25 -1.20
-0.27 0.29 0.10
0.81 -0.25 -0.59
0.33 0.29 -0.48
0.04 -0.89 0.01
-0.05 0.11 -0.07
-0.08 -0.47 0.08
0.33 0.15 1.37
-0.59 -0.12 -0.01
0.67 -0.06 0.04
-0.94 0.07 0.37
0.35 -0.02 -0.06
0.04 0.27 0.02
0.35 0.35 -0.28
0.00 -0.22 0.58
-0.48 0.23 0.08
-0.26 0.05 -0.14
-0.47 -0.09 0.10
0.19 0.02 -0.48
-0.55 -0.08 0.24
-0.36 -0.13 -0.56
0.95 0.29 0.53

3.
ORCA calculation (ωB97M-V/def2-TZVPD) on 3 unconnected molecules or ions with the total composition C4H15NO3 at a distorted geometry.

Output
frontier orbital gap = 0.359 hartree
HOMO level = -9.11 eV
structure (SMILES) = C[C@H](O)[C@@H](C)N.O.O
total charge = 0
multiplicity = 1

Each line ends with the Mulliken charge.
Cartesian coordinates (Å):
C -0.976443 -0.672320 2.093295  -1.367
C 0.458548 -0.193421 1.763640  0.076
O 0.810218 0.942774 2.557677  -0.562
C 0.667188 0.075394 0.268831  0.722
C 1.048225 1.491948 -0.176411  -1.632
N 1.680083 -0.912752 -0.172444  -0.659
H -0.898929 -1.212185 3.038500  0.377
H -1.186305 -1.444048 1.351229  0.335
H -1.718519 0.118826 2.140074  0.389
H 1.120377 -0.946875 2.187315  0.265
H 0.093564 1.547925 2.726870  0.302
H -0.200395 -0.185396 -0.341283  0.202
H 0.331267 2.101690 -0.727107  0.299
H 1.938596 1.569499 -0.806624  0.401
H 1.374130 2.072712 0.690299  0.460
H 2.585960 -0.870487 0.252493  0.199
H 1.808494 -0.858946 -1.174693  0.172
O 0.438233 -0.120861 -3.779323  -0.633
H 0.961130 -0.835740 -3.453449  0.326
H 0.282114 0.556079 -3.099528  0.320
O -3.275052 -0.479200 -1.564457  -0.610
H -3.490988 -0.552437 -2.508910  0.310
H -3.851495 -1.192180 -1.265995  0.308

Forces on the atoms, in the same order (eV/Å):
1.47 -0.84 -0.08
-1.46 1.31 1.10
0.74 -0.14 0.37
1.31 -0.63 -1.63
0.89 1.24 0.72
-0.77 -0.61 -0.61
-0.39 0.31 0.19
-0.55 0.20 -0.09
-0.08 0.03 -0.22
0.25 -0.19 -0.79
-0.57 0.03 -0.21
-0.34 -0.20 0.52
-0.61 -0.34 0.28
0.02 -0.76 -0.13
-0.29 0.12 0.04
0.27 0.45 0.45
0.08 0.01 0.06
-0.83 1.16 -0.57
0.45 -0.43 0.71
0.35 -0.73 -0.12
-0.59 -0.53 -0.75
0.51 0.52 0.09
0.13 0.02 0.68

4.
ORCA calculation (ωB97M-V/def2-TZVPD) on 3 unconnected molecules or ions with the total composition C4H15NO3 at a distorted geometry.

Output
frontier orbital gap = 0.363 hartree
HOMO level = -9.18 eV
structure (SMILES) = COC[C@H](C)N.O.O
total charge = 0
multiplicity = 1

Each line ends with the Mulliken charge.
Cartesian coordinates (Å):
C 3.446335 -0.521555 -0.065796  -0.707
O 3.153326 -0.779713 -1.414591  -0.366
C 1.907269 -1.317050 -1.706547  -0.764
C 0.663362 -0.731552 -0.999319  0.632
C -0.619969 -1.505647 -1.274225  -1.624
N 0.408393 0.591523 -1.518362  -0.691
H 2.958972 0.395035 0.266544  0.245
H 4.533937 -0.478977 -0.007529  0.251
H 3.149401 -1.388577 0.524290  0.345
H 1.858804 -1.185331 -2.787474  0.331
H 2.083160 -2.331293 -1.348132  0.399
H 0.884771 -0.628095 0.062936  0.318
H -1.504354 -0.889342 -1.112523  0.397
H -0.632438 -2.367418 -0.606928  0.419
H -0.675480 -1.997316 -2.245441  0.323
H -0.022706 0.551023 -2.430838  0.259
H 1.263542 1.075959 -1.751048  0.237
O -3.499661 3.306615 1.081100  -0.640
H -3.337626 4.129899 0.620473  0.316
H -2.784794 2.732765 0.805613  0.322
O -4.753939 0.941004 5.377779  -0.641
H -3.978445 0.972036 5.938034  0.317
H -4.501860 1.426008 4.591983  0.323

Forces on the atoms, in the same order (eV/Å):
0.19 -0.66 -0.42
1.10 2.05 -0.23
-0.27 -1.15 0.97
0.39 0.48 -1.53
0.49 -1.34 0.82
0.07 1.59 -0.30
0.13 0.01 0.33
-0.08 0.41 0.12
-0.24 0.02 0.46
-0.55 -0.57 -0.03
-0.96 -0.90 -0.59
-0.26 -0.25 0.11
0.14 -0.04 0.05
-0.37 0.01 0.29
0.21 0.53 -0.40
-0.48 -0.34 -0.09
0.47 0.19 0.45
-0.18 -0.06 0.19
0.01 0.22 -0.10
0.20 -0.19 -0.09
-0.18 -0.12 0.07
0.17 -0.01 0.17
0.01 0.15 -0.26